[1]
This record from the OMol25 dataset describes a 5-piece molecular cluster, C2H14O4S overall at a distorted geometry. The level of theory is ωB97M-V/def2-TZVPD.

XYZ file:
```
21
Properties=species:S:1:pos:R:3:forces:R:3
C -0.019 2.078 -2.021 -0.3 -1.1 0.4
O -2.632 -4.109 0.097 0.0 -0.1 -0.2
H 0.178 1.107 -4.705 0.6 0.2 0.4
H 0.658 2.416 -1.241 0.0 0.7 -0.3
O -0.504 1.740 4.066 0.1 -0.4 -1.5
S 0.669 0.397 -2.384 0.4 1.0 0.8
O 0.202 -0.229 1.330 -0.9 1.0 0.6
H -0.107 0.600 0.942 0.6 0.1 -0.9
H 1.580 0.055 2.993 0.2 -0.5 -0.2
H -2.629 -3.495 0.832 0.0 0.1 0.2
O 1.547 -0.320 3.883 -0.1 0.3 0.0
H -1.019 2.032 -1.582 0.0 -0.3 0.0
C 0.280 0.219 -4.078 -2.1 -1.3 -1.7
H -0.716 -0.253 -4.155 0.0 0.3 0.1
H -0.438 -0.172 2.060 0.2 -0.9 0.4
H 2.453 -0.378 4.194 0.1 0.0 0.0
H -0.124 2.707 -2.902 0.6 0.1 0.0
H -2.196 -3.628 -0.612 0.0 0.0 -0.1
H 0.857 -0.543 -4.610 0.7 0.4 0.4
H -0.337 2.074 4.926 0.1 0.5 1.3
H 0.359 1.377 3.809 -0.3 -0.1 0.3
```
Positions in Å, forces in eV/Å.

- SMILES: CSC.O.O.O.O
- E: -783.7032 Ha
- Total charge: 0
- HOMO energy: -8.54 eV
- E_LUMO: 0.4077 eV
- HOMO-LUMO gap: 8.944 eV
- ΔE to the lowest compared entry with this formula, charge and spin: 1.3625 eV

---

[2]
This record from the OMol25 dataset describes a 5-piece molecular cluster, C2H14O4S overall at a distorted geometry. The level of theory is ωB97M-V/def2-TZVPD.

XYZ file:
```
21
Properties=species:S:1:pos:R:3:forces:R:3
S -0.286 0.215 2.186 0.4 -0.2 0.4
H -0.277 -1.109 -2.867 0.3 -0.3 -0.1
O -2.858 1.598 -0.934 -0.4 -0.2 -1.0
H -3.564 0.955 -1.091 -0.1 0.2 0.4
H 1.722 0.870 0.904 -0.3 0.0 -0.4
H 2.606 0.422 -1.500 0.0 -0.1 -0.1
H -2.324 1.430 -1.726 0.3 0.2 0.3
H 0.604 -0.207 -1.940 -0.3 -0.5 -0.2
H 0.355 2.111 0.884 0.3 -0.1 -0.4
H 1.375 1.868 2.267 -0.1 -0.1 0.1
O 1.074 -2.602 1.163 0.3 -0.8 -0.3
C -1.401 -0.273 0.860 -0.1 0.4 -0.1
H -1.911 -1.161 1.230 0.0 0.0 -0.1
C 0.900 1.344 1.432 -0.3 0.5 0.7
O -0.254 -0.282 -2.392 -0.4 0.7 0.2
H 2.618 -0.636 -0.416 0.0 -0.2 0.0
O 2.234 -0.442 -1.278 0.4 0.3 0.1
H -0.929 -0.481 -0.101 0.2 -0.2 0.2
H 0.949 -1.808 0.641 -0.1 0.3 0.3
H -2.097 0.541 0.673 0.0 -0.3 0.2
H 1.466 -2.351 2.003 -0.2 0.4 0.0
```
Positions in Å, forces in eV/Å.

- SMILES: CSC.O.O.O.O
- E: -783.7160 Ha
- Total charge: 0
- HOMO energy: -8.31 eV
- E_LUMO: 0.2599 eV
- HOMO-LUMO gap: 8.567 eV
- ΔE to the lowest compared entry with this formula, charge and spin: 1.0136 eV

---

[3]
This record from the OMol25 dataset describes a 5-piece molecular cluster, C2H14O5 overall at a distorted geometry. The level of theory is ωB97M-V/def2-TZVPD.

XYZ file:
```
21
Properties=species:S:1:pos:R:3:forces:R:3
O 2.171 3.297 0.882 -2.1 0.4 0.2
H 1.241 -2.441 -0.167 -0.1 -0.3 2.0
H -4.059 -1.779 1.411 -0.6 2.3 1.9
H -0.345 2.656 0.196 -1.2 -1.2 0.1
H -3.715 -1.914 -0.099 -0.3 0.4 0.4
H 1.887 3.969 1.523 0.1 -0.3 -0.3
O 2.733 -0.444 0.699 -1.9 1.7 0.3
H 3.737 -1.430 -0.661 -0.3 0.2 -0.7
H -2.431 -0.347 -0.704 -2.5 0.0 -0.3
H 1.790 -2.745 -1.579 0.5 0.0 -1.7
H 3.099 3.294 0.936 1.9 -0.1 0.0
H 2.047 0.308 0.813 1.6 -2.0 -0.5
H 0.779 -1.257 -1.222 -0.5 -0.2 -0.9
C 1.617 -1.887 -0.979 -0.5 0.6 0.7
H -1.899 2.516 0.310 0.4 -0.3 0.0
O -3.883 -2.365 0.737 0.7 -2.9 -2.0
O -3.406 -0.406 -1.040 3.4 0.5 -0.4
H -3.202 -0.267 -1.987 -0.7 -0.1 0.4
O -1.086 1.983 0.265 0.9 1.4 -0.1
H 2.649 -0.069 -1.331 0.7 -0.7 0.1
C 2.748 -0.949 -0.653 0.5 0.7 0.6
```
Positions in Å, forces in eV/Å.

- SMILES: CCO.O.O.O.O
- E: -460.7423 Ha
- Total charge: 0
- HOMO energy: -10.14 eV
- E_LUMO: 0.2351 eV
- HOMO-LUMO gap: 10.380 eV
- ΔE to the lowest compared entry with this formula, charge and spin: 1.7201 eV

---

[4]
This record from the OMol25 dataset describes a 5-piece molecular cluster, C2H14O5 overall at a distorted geometry. The level of theory is ωB97M-V/def2-TZVPD.

XYZ file:
```
21
Properties=species:S:1:pos:R:3:forces:R:3
O -1.379 0.568 1.474 0.0 1.0 0.0
O -0.455 1.757 -0.896 0.7 0.0 0.7
H -0.613 1.886 -1.828 0.2 -0.2 -0.4
H 0.790 0.107 -0.674 -0.1 -0.7 0.2
H 1.057 -1.684 -0.895 1.0 1.1 1.6
H -1.577 0.711 0.530 0.2 0.0 0.4
H 0.179 -2.507 1.692 -0.2 0.3 0.1
H -0.071 -0.943 1.621 -0.3 -0.2 0.1
H -0.478 -3.516 -2.193 -0.1 0.2 0.6
O 0.600 -1.645 1.614 0.4 0.0 -0.3
C 0.850 1.167 -0.635 -0.4 1.0 -0.9
H -0.707 4.565 1.575 -0.2 0.9 0.2
H -0.047 3.513 0.718 -0.2 -0.2 -0.1
H 1.606 1.490 -1.345 -0.1 0.1 -0.4
H 1.207 1.521 0.314 -0.2 -0.1 0.6
O -0.572 3.632 1.518 0.3 -0.9 -0.1
H 0.650 -3.986 -0.942 0.3 -0.1 0.1
H -0.656 -2.919 -0.455 0.3 0.1 -0.9
H -1.263 1.496 1.808 -0.1 -1.1 -0.4
C 0.053 -3.142 -1.295 -1.4 -1.7 -0.2
O 0.824 -2.072 -1.707 -0.1 0.1 -1.1
```
Positions in Å, forces in eV/Å.

- SMILES: CO.CO.O.O.O
- E: -460.7554 Ha
- Total charge: 0
- HOMO energy: -10.21 eV
- E_LUMO: 0.4720 eV
- HOMO-LUMO gap: 10.687 eV
- ΔE to the lowest compared entry with this formula, charge and spin: 1.3646 eV

---

[5]
This record from the OMol25 dataset describes a 6-piece molecular cluster, C2H14O6 overall at a distorted geometry. The level of theory is ωB97M-V/def2-TZVPD.

XYZ file:
```
22
Properties=species:S:1:pos:R:3:forces:R:3
O -1.408 -1.804 0.378 -5.0 1.1 -0.4
H 1.409 0.979 0.940 -1.8 1.0 -1.7
H -1.416 1.202 0.027 -0.2 -0.5 0.0
H 0.008 -0.436 1.760 -0.5 0.3 0.4
H 1.113 1.233 -1.631 4.5 0.0 0.0
C -1.346 -3.530 -1.176 -2.0 0.3 -1.0
H -2.437 -1.579 -0.007 4.5 -0.7 1.4
O -0.587 0.000 2.400 5.0 2.0 0.7
H 3.491 2.708 0.000 -0.5 -0.4 0.2
C -1.114 -3.084 0.048 1.3 0.3 -1.9
O -2.066 0.908 -0.627 0.8 2.0 -2.2
H -0.339 -3.520 0.643 0.0 -0.3 0.8
H -2.030 -3.035 -1.882 0.2 0.7 0.7
H 0.180 1.964 0.766 0.1 0.2 0.6
H 1.986 0.890 -2.826 1.3 0.5 1.6
O 0.703 1.324 0.285 1.7 -1.0 1.4
H -1.789 1.485 -1.439 -1.0 -1.7 2.1
H -1.158 -4.441 -1.666 1.0 -1.5 0.5
O 3.003 3.345 0.527 1.8 2.1 -1.8
H -1.360 -0.391 2.218 -4.7 -2.3 -0.9
O 2.185 1.182 -1.876 -5.2 -0.6 -1.9
H 2.466 2.980 1.172 -1.2 -1.5 1.5
```
Positions in Å, forces in eV/Å.

- SMILES: C=CO.O.O.O.O.O
- E: -535.9180 Ha
- Total charge: 0
- HOMO energy: -9.35 eV
- E_LUMO: 0.1517 eV
- HOMO-LUMO gap: 9.499 eV
- ΔE to the lowest compared entry with this formula, charge and spin: 2.9294 eV

---

[6]
This record from the OMol25 dataset describes a 5-piece molecular cluster, C2H14O6 overall at a distorted geometry. The level of theory is ωB97M-V/def2-TZVPD.

XYZ file:
```
22
Properties=species:S:1:pos:R:3:forces:R:3
C 18.133 -21.281 -7.199 1.3 1.0 -0.4
H 18.448 -17.742 -10.152 -0.3 0.4 0.2
O 21.434 -16.112 -10.006 0.1 0.3 0.0
H 17.991 -22.128 -5.339 -0.4 -0.3 0.0
C 18.756 -22.118 -6.115 -2.8 -1.1 0.1
H 20.007 -21.985 -4.658 0.0 0.0 -0.1
O 17.345 -17.092 -12.349 -0.2 0.3 0.1
H 17.692 -16.777 -13.184 0.0 0.2 -0.2
H 18.905 -20.987 -7.911 0.4 -0.4 -0.5
O 16.583 -16.134 -9.458 0.1 -0.2 0.3
O 18.789 -18.598 -10.412 0.3 -0.1 -0.3
H 20.583 -16.289 -10.405 -0.2 -0.1 -0.2
O 19.885 -21.576 -5.517 1.1 0.3 -0.7
H 18.750 -23.118 -6.549 1.2 -0.5 0.3
O 17.689 -20.094 -6.628 -0.5 1.4 0.2
H 21.608 -16.880 -9.462 0.1 -0.2 0.1
H 16.569 -16.320 -10.397 -0.1 -0.1 -0.6
H 17.064 -15.310 -9.384 0.1 0.3 0.1
H 17.748 -17.953 -12.232 0.2 -0.5 0.3
H 18.670 -19.148 -9.637 -0.1 -0.2 0.2
H 18.501 -19.606 -6.475 -0.2 0.4 0.4
H 17.325 -21.685 -7.807 0.0 -0.7 0.6
```
Positions in Å, forces in eV/Å.

- SMILES: OCCO.O.O.O.O
- E: -535.9973 Ha
- Total charge: 0
- HOMO energy: -10.34 eV
- E_LUMO: 0.3902 eV
- HOMO-LUMO gap: 10.732 eV
- ΔE to the lowest compared entry with this formula, charge and spin: 0.7724 eV

---

[7]
This record from the OMol25 dataset describes C2H15Cd2O7 as an isolated structure at a distorted geometry. The level of theory is ωB97M-V/def2-TZVPD.

XYZ file:
```
26
Properties=species:S:1:pos:R:3:forces:R:3
O 14.195 10.810 -26.286 0.3 0.6 -0.5
H 15.271 4.200 -23.907 0.4 -0.7 0.3
H 13.562 10.314 -25.766 -0.5 -0.6 0.3
H 13.768 11.651 -26.447 -0.1 0.6 -0.3
O 12.457 8.241 -25.182 0.4 1.1 0.2
H 14.117 9.209 -20.531 -0.1 0.0 0.4
O 14.490 9.520 -21.356 0.4 -0.1 -0.4
Cd 16.295 10.070 -26.338 0.0 3.3 -2.0
H 14.326 5.688 -26.701 0.1 -0.3 -0.2
H 14.656 6.486 -22.727 1.0 -1.0 0.7
H 13.323 5.280 -22.580 0.6 -0.5 0.0
H 13.964 9.094 -22.033 -0.3 0.0 0.0
O 15.438 8.723 -25.243 -2.8 -2.1 2.3
C 14.643 4.975 -24.345 -0.3 1.2 -0.6
H 18.497 9.639 -25.491 0.5 -1.1 0.1
O 15.575 5.612 -25.184 -0.1 -0.4 0.8
H 14.506 7.055 -27.326 0.2 0.3 -0.2
O 13.976 6.260 -27.384 -0.4 0.3 0.1
Cd 16.959 7.323 -25.232 0.2 -1.7 1.0
H 12.703 7.881 -26.034 -0.2 -0.5 -0.6
C 13.999 5.799 -23.259 -0.2 1.8 0.6
H 13.948 4.462 -25.009 -0.2 -0.3 0.1
H 14.562 8.753 -24.812 0.6 -0.1 -0.5
H 13.378 6.649 -23.540 -0.6 -0.7 -1.1
H 12.972 7.738 -24.551 -0.3 -0.3 0.0
O 17.973 8.936 -25.923 1.5 1.5 -0.5
```
Positions in Å, forces in eV/Å.

- Multiplicity: 2
- E: -946.5757 Ha
- Total charge: +2
- HOMO energy (spin up / spin down): -17.16 / -17.16 eV
- Expectation value of S²: 0.755
- E_LUMO (spin up / spin down): -9.2275 / -10.9091 eV
- HOMO-LUMO gap (spin up / spin down): 7.933 / 6.251 eV

---

[8]
This record from the OMol25 dataset describes C2H15CuO6 as an isolated structure at a distorted geometry. The level of theory is ωB97M-V/def2-TZVPD.

XYZ file:
```
24
Properties=species:S:1:pos:R:3:forces:R:3
O 1.855 -0.848 -0.581 1.0 -0.2 -0.3
H 0.795 1.286 1.530 2.6 -1.2 0.6
C 0.472 3.271 0.696 2.4 -0.6 1.5
H -3.222 -1.595 0.049 -1.8 -1.9 0.3
H -2.846 -0.267 -0.455 -0.3 1.4 -0.5
H -0.515 -0.735 2.329 0.1 -0.1 -0.2
H -0.323 3.840 1.002 -1.5 2.1 0.4
O -2.505 -1.018 -0.002 1.8 0.6 0.3
O 0.051 -2.813 -0.900 -0.8 -0.9 -1.3
H 0.992 -0.986 2.053 -0.7 -0.1 -0.4
H 0.296 0.202 -2.416 -1.1 0.3 0.5
H -0.098 -1.155 -2.755 -0.3 -1.0 -0.5
O -0.471 1.266 -0.029 -0.2 -2.0 -0.5
O 0.094 -1.155 1.700 0.4 0.0 0.8
H 1.424 3.573 1.146 -0.3 0.3 0.1
Cu -0.361 -0.801 -0.279 0.0 2.0 1.0
H -0.622 1.990 1.914 -0.4 -0.1 -0.1
C 0.100 1.903 1.085 -2.8 -0.8 0.0
H 0.450 -3.546 -0.441 0.5 -0.2 0.8
H 0.593 3.275 -0.323 0.2 0.3 -2.5
O -0.454 -0.422 -2.264 1.2 1.0 -0.7
H 2.099 -1.427 -1.326 0.1 0.3 0.6
H -0.488 -3.303 -1.558 0.1 0.7 0.4
H 2.683 -0.536 -0.176 -0.4 -0.1 -0.4
```
Positions in Å, forces in eV/Å.

- Multiplicity: 2
- E: -2176.8277 Ha
- Total charge: +1
- HOMO energy (spin up / spin down): -12.05 / -11.79 eV
- Expectation value of S²: 0.757
- E_LUMO (spin up / spin down): -3.5433 / -4.2126 eV
- HOMO-LUMO gap (spin up / spin down): 8.510 / 7.576 eV

---

[9]
This record from the OMol25 dataset describes a 5-piece molecular cluster, C2H15N2O4 overall at a distorted geometry. The level of theory is ωB97M-V/def2-TZVPD.

XYZ file:
```
23
Properties=species:S:1:pos:R:3:forces:R:3
H -2.661 0.239 2.395 0.2 -0.4 0.0
H -2.067 3.492 1.980 1.8 -1.0 -0.7
O -1.288 2.932 1.660 -3.2 -0.8 2.9
N 1.387 0.508 0.130 2.8 0.9 -2.9
O -0.798 -0.344 -1.094 -3.0 2.2 -3.7
H 2.839 1.981 -0.108 0.2 1.2 0.7
H -0.849 3.415 1.028 1.4 2.1 -2.3
H -0.711 -2.822 -2.314 0.3 0.6 0.0
H 3.263 0.609 -0.944 -0.9 0.2 -0.5
H 0.869 1.134 0.730 -0.4 -0.9 0.5
H 1.896 1.791 -1.640 0.9 -1.2 1.3
H 0.042 -1.092 1.751 1.1 0.5 -1.9
O -1.953 0.266 1.737 -0.5 -0.8 0.4
C 2.394 1.267 -0.742 -1.3 -0.8 -0.5
O -0.147 -3.539 -2.010 -0.3 0.6 0.1
H -1.548 0.048 -1.708 2.5 -0.7 1.3
H -0.721 -4.263 -2.241 0.0 -1.0 0.0
H -2.042 1.160 1.414 0.5 0.7 -0.3
C 1.192 -0.764 -0.116 -2.8 -0.6 4.8
H 0.263 -2.368 0.811 -0.5 -4.1 -1.2
N 0.480 -1.457 0.854 1.4 4.3 0.3
H 1.532 -1.311 -0.989 0.3 0.2 0.2
H -1.366 -0.883 -0.584 -0.7 -1.2 1.6
```
Positions in Å, forces in eV/Å.

- E: -495.4017 Ha
- Total charge: +1
- HOMO energy: -14.19 eV
- E_LUMO: -2.8656 eV
- HOMO-LUMO gap: 11.320 eV
- ΔE to the lowest compared entry with this formula, charge and spin: 1.9181 eV

---

[10]
This record from the OMol25 dataset describes a 5-piece molecular cluster, C2H15N2O4 overall at a distorted geometry. The level of theory is ωB97M-V/def2-TZVPD.

XYZ file:
```
23
Properties=species:S:1:pos:R:3:forces:R:3
N -1.404 -1.931 0.417 0.0 0.7 0.2
H 0.794 -0.474 -2.864 0.0 0.1 -0.2
H -1.234 -0.005 -1.650 -0.1 0.0 0.2
H -2.236 -1.352 0.430 0.0 -0.2 0.0
C -0.384 -0.509 -1.223 0.8 0.5 0.6
H 3.699 -0.514 0.534 -0.3 -0.2 -0.3
H -1.916 3.015 0.618 0.0 -0.2 0.1
N 0.893 -0.179 -1.891 -0.1 -0.9 -1.5
H 0.610 -1.894 -0.010 0.1 0.5 0.3
O -2.443 -1.010 2.948 -0.2 0.2 0.5
C -0.320 -1.362 -0.191 -0.7 -1.1 -0.9
H 2.982 2.615 -1.539 -0.1 0.0 0.2
H 2.816 0.537 -0.146 0.1 -0.3 0.0
H -2.654 1.947 -0.162 0.0 0.0 0.1
H -2.711 -1.476 3.751 0.1 -0.2 -0.2
O 2.325 2.188 -0.971 -0.1 0.1 -0.2
O 2.970 -0.428 -0.101 0.3 0.5 0.3
H -2.651 -0.094 3.179 0.2 0.0 -0.3
H -1.244 -2.289 1.346 0.1 0.0 0.0
O -1.962 2.057 0.500 0.0 0.2 -0.2
H 1.879 2.895 -0.485 0.1 -0.1 -0.1
H 1.227 0.795 -1.936 -0.3 0.0 0.7
H 1.671 -0.763 -1.559 0.0 0.3 0.6
```
Positions in Å, forces in eV/Å.

- E: -495.4312 Ha
- Total charge: +1
- HOMO energy: -12.08 eV
- E_LUMO: -2.8930 eV
- HOMO-LUMO gap: 9.187 eV
- ΔE to the lowest compared entry with this formula, charge and spin: 1.1167 eV

---

Q: Which formula does entry 4 have?
A: C2H14O5

---

Q: Which value of total charge does entry 3 give?
A: 0

---

Q: Number 4 is which compound?
A: C2H14O5